Density functional theory data (ωB97M-V/def2-TZVPD) for C13H15Cl2HfNO10 as an isolated structure at a distorted geometry.

Each line ends with the Löwdin charge.
Positions of all 42 atoms, in Å:
Hf1 -2.188 -2.573 -2.937  2.065
Cl1 -4.094 0.874 -3.713  0.690
O1 -3.434 -0.459 -3.371  -0.595
O2 -3.292 1.823 -3.021  -0.264
O3 -4.066 1.003 -5.119  -0.244
O4 -5.413 0.802 -3.194  -0.264
Cl2 0.527 -0.293 -1.772  0.660
O5 1.692 -0.007 -2.525  -0.262
O6 0.648 -1.550 -1.068  -0.388
O7 0.118 0.774 -0.917  -0.290
O8 -0.619 -0.474 -2.721  -0.509
C1 -3.353 -1.105 1.345  0.093
N1 -2.884 -0.623 0.023  -0.347
O9 -2.928 0.547 -0.182  0.178
O10 -2.428 -1.418 -0.816  -0.233
H1 -2.828 -0.589 2.142  0.114
H2 -3.345 -2.184 1.454  0.109
H3 -4.399 -0.800 1.408  0.123
C2 4.116 -2.520 -0.330  0.018
C3 4.994 -3.237 0.552  0.013
C4 5.956 -4.097 0.068  -0.041
C5 5.994 -4.338 -1.295  0.027
C6 5.026 -3.736 -2.165  0.018
C7 4.086 -2.845 -1.672  -0.049
H4 3.447 -1.808 0.133  0.118
H5 4.964 -2.949 1.595  0.126
H6 6.631 -4.624 0.728  0.127
H7 6.801 -4.902 -1.744  0.130
H8 4.959 -4.006 -3.211  0.125
H9 3.369 -2.375 -2.331  0.108
C8 -0.319 3.895 2.182  -0.041
C9 -0.390 4.818 3.192  -0.014
C10 -1.641 4.904 3.857  0.022
C11 -2.781 4.159 3.522  -0.023
C12 -2.628 3.230 2.513  -0.035
C13 -1.374 3.008 1.889  0.028
H10 0.662 3.821 1.728  0.123
H11 0.431 5.407 3.567  0.126
H12 -1.650 5.547 4.732  0.128
H13 -3.735 4.139 4.026  0.125
H14 -3.396 2.487 2.341  0.108
H15 -1.235 2.273 1.107  0.098

E_LUMO = -12.24 eV
highest occupied orbital energy = -13.7 eV
total charge = +2
F_max = 7.27 eV Å⁻¹
M = 594.7 g mol⁻¹